Entry from OMol25: a cluster of 7 separate species, C41H73F14N2O26P6 in total (ωB97M-V/def2-TZVPD).

Output
molecular weight = 1461.8 g/mol
E_HOMO = -10.704 eV
gap between HOMO and LUMO = 7.400 eV
charge = +1

```
162
C41H73F14N2O26P6, DFT ωB97M-V/def2-TZVPD
C 3.013 2.377 -3.847
C 2.378 2.573 -2.467
O 1.844 1.328 -1.968
C 0.976 1.556 -0.926
C 1.091 0.333 -0.014
N 0.179 0.481 1.201
C 0.590 1.721 1.987
C 1.916 2.095 2.066
C 2.235 3.227 2.796
N 1.367 3.979 3.455
C 0.104 3.595 3.358
C -0.343 2.493 2.648
C 0.271 -0.700 2.165
F 1.293 -1.474 1.806
F 0.585 -0.277 3.388
C -0.970 -1.644 2.324
F -0.460 -2.705 2.970
F -1.409 -2.158 1.160
C -2.176 -1.140 3.198
F -2.067 0.145 3.588
F -2.240 -1.870 4.316
C -3.578 -1.333 2.530
F -3.874 -2.614 2.425
F -3.691 -0.688 1.374
F -4.458 -0.791 3.383
C -1.184 0.716 0.592
C -1.191 1.916 -0.354
C -2.619 2.056 -0.918
F -2.565 2.814 -2.031
F -3.030 0.818 -1.338
C -3.604 2.593 0.099
C -4.853 1.994 0.177
C -5.769 2.423 1.116
C -5.459 3.450 1.990
C -4.223 4.052 1.870
C -3.860 5.204 2.784
F -3.274 6.179 2.066
F -3.032 4.842 3.774
F -4.962 5.749 3.308
C -3.287 3.648 0.939
O -0.334 1.683 -1.450
H 2.747 1.395 -4.225
H 4.085 2.527 -3.758
H 2.639 3.149 -4.513
H 3.115 2.954 -1.756
H 1.589 3.321 -2.561
H 1.275 2.490 -0.438
H 2.133 0.211 0.244
H 0.732 -0.537 -0.558
H 2.711 1.540 1.595
H 3.275 3.522 2.834
H -0.637 4.193 3.872
H -1.401 2.292 2.616
H -1.982 0.858 1.308
H -1.380 -0.126 -0.066
H -0.957 2.859 0.141
H -5.132 1.187 -0.482
H -6.729 1.933 1.188
H -6.165 3.768 2.741
H -2.321 4.125 0.862
C -6.526 -4.312 -3.876
O -5.908 -3.121 -3.372
P -5.992 -1.801 -4.311
O -7.185 -1.966 -5.153
O -4.600 -2.128 -5.104
C -3.512 -2.833 -4.503
O -5.772 -0.195 -4.298
C -4.572 0.439 -4.751
H -6.221 -5.121 -3.214
H -7.608 -4.225 -3.859
H -6.180 -4.518 -4.888
H -3.529 -3.871 -4.835
H -3.548 -2.804 -3.416
H -2.587 -2.367 -4.844
H -4.409 0.239 -5.807
H -3.712 0.120 -4.164
H -4.704 1.510 -4.611
C 0.943 -9.253 4.806
O 0.517 -7.982 4.303
P 1.462 -6.708 4.638
O 2.818 -7.239 4.841
O 0.698 -6.353 6.037
C -0.689 -6.624 6.255
O 1.735 -5.161 4.234
C 1.210 -4.051 4.969
H 0.115 -9.941 4.644
H 1.815 -9.611 4.266
H 1.160 -9.185 5.871
H -0.787 -7.534 6.847
H -1.242 -6.737 5.326
H -1.103 -5.788 6.820
H 1.592 -4.041 5.986
H 0.121 -4.063 4.971
H 1.542 -3.145 4.464
C 4.470 1.449 -10.364
O 5.161 2.259 -9.408
P 4.281 2.995 -8.280
O 3.048 2.205 -8.109
O 4.033 4.342 -9.164
C 4.977 4.812 -10.139
O 4.398 3.775 -6.858
C 4.406 5.202 -6.759
H 5.189 1.180 -11.135
H 4.103 0.538 -9.898
H 3.648 2.006 -10.813
H 4.639 4.522 -11.132
H 5.976 4.419 -9.971
H 5.003 5.899 -10.075
H 3.470 5.612 -7.131
H 5.249 5.638 -7.289
H 4.507 5.442 -5.701
C 10.450 2.185 -13.150
O 9.584 1.192 -13.688
P 8.464 0.474 -12.667
O 8.433 1.614 -11.685
O 9.575 -0.666 -12.273
C 10.386 -1.317 -13.263
O 7.284 -0.310 -11.758
C 7.482 -1.582 -11.146
H 11.203 2.383 -13.914
H 9.911 3.103 -12.937
H 10.934 1.812 -12.246
H 11.374 -0.860 -13.270
H 9.954 -1.255 -14.259
H 10.479 -2.364 -12.978
H 8.288 -1.527 -10.417
H 7.689 -2.355 -11.884
H 6.553 -1.838 -10.635
C -1.402 -1.930 8.123
O -0.623 -1.369 9.174
P 0.858 -2.024 9.417
O 1.240 -2.599 8.113
O 0.263 -3.137 10.457
C -0.855 -2.887 11.318
O 2.278 -1.911 10.179
C 2.569 -2.557 11.426
H -2.402 -1.509 8.219
H -0.994 -1.663 7.150
H -1.453 -3.015 8.225
H -1.748 -3.337 10.885
H -1.027 -1.826 11.478
H -0.647 -3.364 12.275
H 2.505 -3.635 11.313
H 1.907 -2.216 12.218
H 3.589 -2.282 11.687
C -6.323 3.889 8.818
O -5.809 3.378 7.581
P -6.683 2.231 6.843
O -8.072 2.418 7.281
O -5.930 0.996 7.605
C -4.567 1.069 8.032
O -6.852 1.441 5.434
C -6.285 0.153 5.177
H -5.534 4.503 9.248
H -7.202 4.504 8.647
H -6.562 3.070 9.495
H -4.537 1.278 9.101
H -4.005 1.834 7.501
H -4.110 0.096 7.849
H -6.702 -0.588 5.855
H -5.204 0.180 5.261
H -6.551 -0.113 4.158
```

These are the Löwdin partial charges, in e, on atoms 1 to 99:
1 C -0.035
2 C -0.210
3 O -0.042
4 C -0.374
5 C 0.035
6 N 0.022
7 C -0.165
8 C 0.014
9 C -0.089
10 N 0.118
11 C -0.082
12 C 0.003
13 C -0.369
14 F 0.196
15 F 0.199
16 C -0.310
17 F 0.158
18 F 0.170
19 C -0.325
20 F 0.153
21 F 0.178
22 C -0.541
23 F 0.225
24 F 0.188
25 F 0.155
26 C -0.020
27 C -0.195
28 C -0.426
29 F 0.152
30 F 0.093
31 C -0.111
32 C 0.001
33 C -0.021
34 C 0.021
35 C -0.100
36 C -0.583
37 F 0.149
38 F 0.146
39 F 0.156
40 C 0.039
41 O 0.045
42 H 0.089
43 H 0.077
44 H 0.075
45 H 0.122
46 H 0.124
47 H 0.158
48 H 0.142
49 H 0.168
50 H 0.130
51 H 0.126
52 H 0.114
53 H 0.107
54 H 0.120
55 H 0.150
56 H 0.150
57 H 0.128
58 H 0.123
59 H 0.131
60 H 0.132
61 C -0.094
62 O -0.284
63 P 0.496
64 O -0.229
65 O -0.264
66 C -0.107
67 O -0.222
68 C -0.092
69 H 0.092
70 H 0.089
71 H 0.094
72 H 0.089
73 H 0.078
74 H 0.088
75 H 0.097
76 H 0.076
77 H 0.092
78 C -0.094
79 O -0.279
80 P 0.500
81 O -0.232
82 O -0.259
83 C -0.102
84 O -0.216
85 C -0.099
86 H 0.093
87 H 0.089
88 H 0.093
89 H 0.090
90 H 0.083
91 H 0.080
92 H 0.082
93 H 0.076
94 H 0.079
95 C -0.085
96 O -0.263
97 P 0.494
98 O -0.249
99 O -0.268